{"formula": "C28H35AsN5O3SeTa", "method": "ωB97M-V with the def2-TZVPD basis set", "charge": 2, "lumo_ev": -6.8, "homo_energy_ev": -13.5, "homo_lumo_gap_ev": 6.713, "e_above_lowest_kj_mol": 64.08, "symbols": ["Ta", "C", "C", "N", "N", "C", "O", "C", "C", "C", "C", "C", "C", "C", "C", "C", "C", "C", "N", "H", "H", "H", "H", "H", "H", "H", "H", "H", "H", "H", "H", "C", "As", "C", "C", "C", "C", "C", "C", "C", "C", "H", "H", "H", "H", "H", "H", "H", "H", "H", "H", "H", "H", "H", "C", "N", "C", "C", "O", "H", "H", "H", "H", "H", "H", "H", "Se", "C", "N", "C", "O", "H", "H", "H"], "coordinates": [[0.59292, -0.71845, 0.53644], [1.75859, -3.36430, 3.99439], [1.24030, -2.82150, 2.71435], [1.71439, -1.79708, 2.10278], [2.80929, -1.15306, 2.64000], [3.11685, -0.13982, 1.89306], [2.37483, 0.20018, 0.85061], [4.31315, 0.65706, 2.18162], [4.73662, 1.60959, 1.25661], [5.88215, 2.34833, 1.50248], [6.59627, 2.14438, 2.67538], [6.16997, 1.20105, 3.60288], [5.03221, 0.45419, 3.35910], [0.14104, -3.46221, 1.97702], [-0.36930, -4.69625, 2.31690], [-1.30159, -5.29389, 1.47881], [-1.66726, -4.64668, 0.31378], [-1.12980, -3.40008, 0.04970], [-0.27071, -2.79296, 0.87545], [2.61961, -2.79407, 4.32218], [2.04586, -4.41092, 3.87966], [0.97802, -3.31482, 4.75758], [4.17326, 1.75545, 0.34521], [6.22002, 3.08139, 0.78266], [7.49002, 2.72240, 2.86895], [6.72739, 1.05072, 4.51711], [4.69265, -0.28157, 4.07459], [-0.02274, -5.19753, 3.20874], [-1.71126, -6.26521, 1.72205], [-2.35544, -5.09384, -0.38958], [-1.37282, -2.87926, -0.86319], [-3.51872, -1.18060, 0.09568], [-1.93123, -0.30370, -0.56192], [-2.54219, 1.51291, -0.36100], [-1.99764, -0.60405, -2.49508], [-3.15797, 0.08890, -3.14510], [-3.01349, 1.38020, -3.64513], [-4.08019, 2.02907, -4.24837], [-5.30844, 1.39031, -4.35747], [-5.46075, 0.10109, -3.86809], [-4.39052, -0.54622, -3.26560], [-4.36164, -0.77882, -0.46454], [-3.63752, -0.93624, 1.15037], [-3.48704, -2.25973, -0.01709], [-3.53426, 1.57444, -0.80330], [-1.88156, 2.21364, -0.86155], [-2.59199, 1.75414, 0.69959], [-2.03339, -1.68356, -2.65154], [-1.04476, -0.25591, -2.89563], [-2.05042, 1.87820, -3.57735], [-3.95248, 3.02768, -4.64518], [-6.14083, 1.89264, -4.83145], [-6.41010, -0.40785, -3.96836], [-4.51276, -1.56140, -2.90380], [0.43965, 3.93451, -0.59397], [0.55222, 3.06114, -1.76116], [0.58912, 3.69712, -3.07971], [0.62208, 1.76018, -1.63933], [0.57407, 1.16394, -0.53850], [1.02396, 4.83345, -0.77592], [0.82303, 3.42136, 0.28233], [-0.60103, 4.21574, -0.43020], [1.53310, 4.22215, -3.21525], [-0.22938, 4.41070, -3.15563], [0.47819, 2.94640, -3.85873], [0.75050, 1.20722, -2.57432], [2.10401, -2.03000, -3.89944], [1.60156, -1.72566, -2.29959], [1.23483, -1.50292, -1.17740], [-0.34852, 1.12042, 3.00901], [-0.16700, 0.17032, 1.96619], [0.30918, 1.96818, 2.82499], [-0.08772, 0.65364, 3.95682], [-1.38646, 1.44575, 3.03436]], "lowdin_charge": [1.705, 0.018, -0.221, -0.062, 0.121, -0.368, -0.194, -0.156, -0.018, -0.056, -0.049, -0.051, -0.014, -0.188, 0.039, 0.014, -0.004, -0.139, -0.030, 0.081, 0.106, 0.113, 0.111, 0.112, 0.116, 0.115, 0.113, 0.130, 0.135, 0.131, 0.072, -0.237, 1.123, -0.226, -0.288, -0.322, -0.065, -0.060, -0.061, -0.055, -0.055, 0.040, 0.049, 0.022, 0.052, 0.013, 0.042, 0.082, 0.055, 0.099, 0.112, 0.115, 0.115, 0.115, 0.013, -0.140, 0.000, -0.265, -0.231, 0.108, 0.094, 0.104, 0.108, 0.107, 0.096, 0.149, 0.816, -0.913, -0.151, -0.074, -0.442, 0.096, 0.097, 0.086]}